No. 1
Molecular formula: C5H5NOS
Method: DFT, ωB97M-V/def2-TZVPD

```
13
Properties=species:S:1:pos:R:3:forces:R:3:mulliken_charge:R:1
C -1.1712 1.4182 -1.1328 1.879 -1.379 3.593 0.310
C -0.6473 1.0294 -0.1066 -1.333 0.790 -2.428 -0.650
C -0.1484 0.4245 1.0479 4.921 1.687 -1.288 -0.800
C 1.2183 0.4825 1.2483 -3.691 -0.767 -0.032 -0.153
S 2.1671 -0.2644 2.4479 3.707 2.065 -1.239 -0.141
H -1.6295 1.8678 -1.9018 -1.264 1.208 -2.363 0.511
H -0.8636 -0.0233 1.5828 -2.100 -1.919 2.590 0.477
H 1.7275 0.9826 0.4787 1.005 0.666 -0.632 0.328
H 1.3088 -0.9443 2.9907 -3.143 -2.281 1.808 0.097
N -0.1560 -1.9186 -2.0806 2.283 1.075 1.009 -0.445
C -0.2688 -2.3172 -0.9604 -0.131 0.886 -2.115 0.558
O -0.3078 -2.5679 0.1388 -0.037 -1.191 3.906 -0.342
H -0.7370 -2.1674 -2.7796 -2.097 -0.838 -2.808 0.251
```
Forces are in eV/Å.

Results
LUMO level in eV: 0.725
E_HOMO in eV: -8.1
Gap between HOMO and LUMO in hartree: 0.326
Relative energy (zero: lowest compared OMol25 entry of this formula, charge and spin) in kJ/mol: 346.23
Strongest force on any atom in eV/Å: 5.4
SMILES: C#C/C=C/S.N=C=O

No. 2
Molecular formula: C8H19N2S
Method: DFT, ωB97M-V/def2-TZVPD

```
30
Properties=species:S:1:pos:R:3:forces:R:3:mulliken_charge:R:1
C 2.8229 -0.3360 -0.3445 1.520 0.095 0.194 -0.089
C -3.2574 2.2205 -0.3329 0.589 -1.666 -0.397 -1.483
C 0.2609 -2.6043 0.2797 -1.052 0.995 -0.268 -0.639
C 3.7688 1.8703 -0.0669 1.081 -1.274 4.889 -0.848
C -3.0417 0.7737 -0.7021 -0.344 -2.167 -1.365 0.288
C -2.7809 -0.1125 0.4870 0.903 0.457 0.469 -0.987
C -2.0279 -1.4467 0.1507 -0.336 1.180 4.339 -0.692
C -0.5972 -1.4436 -0.1095 1.152 1.388 -1.522 0.598
N 3.0758 -0.6375 0.9181 -0.231 -0.278 0.773 -0.335
N 3.1845 0.8223 -0.8184 -0.166 0.196 0.601 -0.030
S 0.1204 -0.2363 -0.9250 0.023 0.673 -0.172 -0.340
H -4.2415 2.4055 -0.1066 -2.449 0.517 0.684 0.390
H -3.0203 2.7717 -1.1798 0.492 1.493 -1.393 0.402
H -2.6638 2.5141 0.5021 0.659 0.215 0.551 0.392
H 0.3927 -3.2131 -0.6389 0.164 -0.051 0.981 0.314
H 1.1568 -2.1127 0.6642 -0.021 -0.911 -0.159 -0.282
H -0.3542 -2.9982 1.0661 0.532 -1.458 0.460 0.452
H 3.3297 1.6908 1.0739 1.180 1.252 -2.818 0.196
H 3.5568 2.8870 -0.3335 -0.280 0.146 -0.562 0.336
H 4.8925 1.6731 0.0346 -1.456 0.580 -0.211 0.319
H -3.8676 0.2299 -1.4190 1.919 1.710 1.595 0.237
H -2.0429 0.6620 -1.1519 -0.864 0.584 -0.862 -0.038
H -3.6651 -0.2940 1.0774 -0.437 -0.563 0.061 0.462
H -2.1604 0.5211 1.1961 -0.166 -1.003 -0.689 0.302
H -2.0999 -1.9628 1.1431 -0.206 -0.300 -0.833 0.371
H -2.4271 -2.0767 -0.5688 -1.446 -1.170 -1.497 0.371
H 2.8270 -1.5342 1.2885 0.029 -0.324 -0.161 0.266
H 3.3063 0.0369 1.6524 -0.088 -0.271 -0.827 0.119
H 2.9589 0.9973 -1.7383 -0.464 0.336 -2.357 0.248
H 2.5939 -1.0676 -1.0976 -0.238 -0.382 0.495 0.700
```
Forces are in eV/Å.

Results
LUMO level in eV: -3.566
E_HOMO in eV: -11.8
Gap between HOMO and LUMO in hartree: 0.301
Relative energy (zero: lowest compared OMol25 entry of this formula, charge and spin) in kJ/mol: 349.97
Strongest force on any atom in eV/Å: 5.2
Net charge: +1

No. 3
Molecular formula: C26H35FN3O3
Method: DFT, ωB97M-V/def2-TZVPD

```
68
Properties=species:S:1:pos:R:3:forces:R:3:mulliken_charge:R:1
C -5.3314 -2.6460 1.7220 0.010 0.225 -0.367 -1.042
C -5.5845 -2.3496 0.2476 -0.085 -0.454 0.281 -0.465
O -5.2860 -1.0071 -0.0963 0.129 0.340 -0.083 -0.496
C -4.0142 -0.6165 -0.2850 0.035 0.221 -0.048 1.118
C -2.8872 -1.4213 -0.2321 -0.286 -0.049 0.033 -0.668
C -1.6243 -0.8963 -0.4685 0.099 0.274 -0.105 -0.659
C -1.4633 0.4473 -0.7536 0.057 -0.200 -0.023 -1.036
C -0.0918 1.0160 -0.9930 -0.331 -0.213 -0.498 -0.010
N 0.5358 1.5182 0.2477 0.180 0.260 -0.269 0.773
C 0.6986 0.4700 1.2729 0.069 -0.683 0.556 0.157
C 1.6422 1.0884 2.3113 0.179 0.036 0.038 -1.182
C 2.0771 2.3888 1.6253 0.090 0.090 0.028 0.059
C 0.8910 3.3501 1.7530 0.203 0.120 -0.009 -1.277
C -0.1630 2.6764 0.8544 -0.538 0.674 0.296 -0.485
C 2.0081 2.0709 0.1123 0.353 -0.150 0.285 -0.778
O 1.8601 3.1977 -0.6953 -0.253 0.157 -0.090 -0.550
N 2.8738 1.1074 -0.4252 -0.010 0.192 -0.039 0.910
C 4.1171 0.7237 0.2315 0.062 0.063 0.197 -0.606
C 4.6000 -0.5931 -0.4302 0.157 -0.004 0.110 -1.306
N 3.5443 -1.2195 -1.1827 0.241 -0.034 -0.063 0.152
C 2.6698 -2.1488 -0.6521 -0.120 -0.269 0.178 0.634
C 1.8677 -2.9181 -1.5101 -0.012 0.039 0.105 -0.546
C 0.9858 -3.8684 -1.0378 -0.092 -0.009 0.021 -0.915
C 0.8733 -4.1168 0.3207 -0.004 0.001 -0.008 -0.642
C 1.6633 -3.3962 1.1959 0.083 0.108 -0.070 -0.356
C 2.5293 -2.4352 0.7122 -0.096 -0.111 -0.002 0.539
F 3.2343 -1.7335 1.6505 -0.027 0.009 -0.177 -0.435
C 3.1561 -0.4058 -2.3123 0.035 0.068 -0.129 -1.228
C 3.0716 1.0756 -1.8727 -0.138 -0.113 -0.103 -0.828
C -2.5906 1.2699 -0.8230 -0.164 0.016 -0.016 -0.447
C -3.8563 0.7617 -0.5979 -0.097 -0.110 0.092 0.702
O -5.0034 1.4723 -0.6481 0.059 -0.384 0.071 -0.489
C -4.9548 2.8280 -1.0238 0.017 0.253 -0.068 -0.900
H -5.9009 -1.9549 2.3377 -0.048 0.033 0.075 0.317
H -4.2778 -2.5430 1.9713 0.077 -0.029 0.066 0.316
H -5.6487 -3.6597 1.9480 -0.017 -0.122 0.047 0.375
H -6.6506 -2.4481 0.0296 0.179 -0.042 -0.042 0.356
H -5.0332 -3.0446 -0.3966 -0.080 0.091 -0.012 0.352
H -2.9740 -2.4736 -0.0192 -0.086 -0.121 0.047 0.495
H -0.7710 -1.5581 -0.4384 0.153 -0.091 -0.003 0.225
H 0.5620 0.2347 -1.3824 0.055 0.056 0.051 -0.418
H -0.1288 1.8503 -1.6966 0.078 -0.039 0.063 0.714
H -0.2736 0.1891 1.6736 0.020 0.074 -0.138 0.814
H 1.1481 -0.4028 0.7993 -0.122 0.125 -0.042 -0.567
H 1.1326 1.3087 3.2478 -0.001 0.015 -0.010 0.472
H 2.4635 0.4165 2.5435 -0.064 -0.032 -0.041 0.397
H 3.0221 2.7989 1.9702 0.061 0.001 -0.073 0.414
H 1.1407 4.3419 1.3805 -0.078 -0.060 0.016 0.333
H 0.5611 3.4446 2.7845 0.006 -0.053 0.013 0.518
H -1.0361 2.3247 1.4013 0.024 -0.058 -0.112 0.384
H -0.4826 3.3451 0.0574 -0.029 -0.128 0.035 0.425
H 2.7235 3.5804 -0.8900 0.038 -0.083 0.029 0.521
H 3.9516 0.5659 1.2912 0.024 0.013 -0.007 0.357
H 4.8840 1.5038 0.1128 -0.020 -0.046 0.011 0.462
H 4.9931 -1.2772 0.3179 0.036 0.093 -0.088 0.505
H 5.4073 -0.3774 -1.1369 -0.003 -0.004 0.069 0.375
H 1.9661 -2.7860 -2.5757 0.053 0.026 -0.107 0.527
H 0.3932 -4.4317 -1.7415 -0.049 -0.065 -0.082 0.430
H 0.1941 -4.8658 0.6923 -0.067 -0.100 0.051 0.457
H 1.6193 -3.5575 2.2613 0.012 0.001 0.136 0.471
H 2.1910 -0.7386 -2.6921 0.070 0.028 0.021 0.462
H 3.8931 -0.5069 -3.1170 -0.120 0.019 -0.040 0.335
H 2.2513 1.5773 -2.3829 0.123 -0.028 -0.013 0.391
H 4.0029 1.5985 -2.1312 -0.079 0.035 -0.006 0.595
H -2.4683 2.3105 -1.0787 -0.045 0.153 -0.040 0.545
H -4.5245 2.9536 -2.0223 0.002 -0.015 0.036 0.359
H -4.3897 3.4272 -0.3017 -0.002 -0.034 -0.025 0.337
H -5.9895 3.1644 -1.0346 0.096 0.026 -0.009 0.252
```
Forces are in eV/Å.

Results
LUMO level in eV: -2.090
E_HOMO in eV: -10.6
Gap between HOMO and LUMO in hartree: 0.312
Relative energy (zero: lowest compared OMol25 entry of this formula, charge and spin) in kJ/mol: 72.89
Strongest force on any atom in eV/Å: 0.9
SMILES: CCOc1ccc(C[N@+]23CC[C@H](CC2)[C@@]3(O)N2CCN(c3ccccc3F)CC2)cc1OC
Net charge: +1